Record 1
{
  "formula": "C42H36F5N5O4PTeV",
  "method": "the ωB97M-V functional and the def2-TZVPD basis",
  "elements": ["V", "O", "C", "N", "C", "C", "C", "C", "C", "C", "N", "C", "O", "C", "C", "C", "C", "C", "N", "C", "C", "C", "C", "C", "N", "H", "H", "H", "H", "H", "H", "H", "H", "H", "H", "H", "H", "C", "C", "C", "C", "C", "O", "C", "N", "C", "C", "C", "C", "C", "C", "P", "C", "C", "C", "C", "C", "C", "C", "C", "C", "C", "C", "C", "H", "H", "H", "H", "H", "H", "H", "H", "H", "H", "H", "H", "H", "H", "H", "H", "H", "H", "H", "H", "H", "H", "H", "H", "F", "Te", "F", "F", "F", "F", "O"],
  "coordinates": [[0.927, 0.352, -0.601], [3.921, 3.071, -0.878], [3.049, 2.271, -0.526], [2.169, 1.619, -1.299], [2.394, 1.408, -2.653], [2.698, 2.329, -3.640], [2.865, 1.878, -4.946], [2.771, 0.531, -5.253], [2.498, -0.409, -4.266], [2.292, 0.030, -2.965], [1.903, -0.703, -1.859], [2.073, -2.024, -1.704], [2.655, -2.817, -2.453], [1.390, -2.453, -0.458], [1.446, -3.759, 0.018], [0.692, -4.111, 1.120], [-0.128, -3.135, 1.689], [-0.111, -1.854, 1.175], [0.648, -1.497, 0.141], [2.856, 1.859, 0.887], [3.485, 2.519, 1.936], [3.280, 2.093, 3.234], [2.418, 1.006, 3.423], [1.852, 0.393, 2.328], [2.058, 0.777, 1.064], [2.781, 3.380, -3.397], [3.055, 2.594, -5.734], [2.897, 0.207, -6.278], [2.433, -1.461, -4.504], [2.082, -4.460, -0.500], [0.717, -5.117, 1.512], [-0.786, -3.372, 2.509], [-0.764, -1.096, 1.586], [4.126, 3.355, 1.699], [3.761, 2.577, 4.071], [2.205, 0.637, 4.416], [1.207, -0.466, 2.470], [-2.774, -3.656, -3.059], [-1.318, -3.197, -3.092], [-0.672, -3.401, -4.462], [-1.174, -1.730, -2.681], [-1.904, -0.726, -3.582], [-2.342, 0.420, -2.907], [-1.445, 1.156, -2.099], [-0.322, 0.762, -1.724], [-2.042, 2.476, -1.879], [-2.639, 3.144, -2.948], [-3.233, 4.372, -2.777], [-3.248, 4.966, -1.512], [-2.645, 4.334, -0.452], [-2.068, 3.065, -0.600], [-1.229, 2.439, 0.864], [0.057, 3.725, 1.055], [0.305, 4.427, 2.228], [1.268, 5.421, 2.243], [1.974, 5.731, 1.094], [1.715, 5.046, -0.084], [0.756, 4.052, -0.107], [-2.375, 2.520, 2.266], [-3.727, 2.831, 2.184], [-4.513, 2.756, 3.319], [-3.965, 2.372, 4.535], [-2.623, 2.042, 4.614], [-1.832, 2.108, 3.484], [-2.828, -4.741, -3.095], [-3.321, -3.254, -3.907], [-3.248, -3.314, -2.143], [-0.747, -3.776, -2.358], [-1.212, -2.855, -5.234], [-0.680, -4.458, -4.718], [0.360, -3.056, -4.447], [-0.116, -1.459, -2.622], [-2.827, -1.156, -3.980], [-1.221, -0.450, -4.398], [-2.615, 2.665, -3.914], [-3.662, 4.890, -3.622], [-3.728, 5.921, -1.365], [-2.610, 4.815, 0.519], [-0.241, 4.187, 3.131], [1.447, 5.971, 3.156], [2.734, 6.498, 1.116], [2.260, 5.285, -0.983], [0.527, 3.521, -1.028], [-4.166, 3.109, 1.236], [-5.565, 2.983, 3.254], [-4.586, 2.321, 5.418], [-2.200, 1.729, 5.557], [-0.785, 1.830, 3.516], [-4.692, 0.501, 0.874], [-3.081, 0.424, -0.323], [-2.951, -1.206, 0.911], [-1.664, -1.555, -1.371], [-4.122, -0.976, -1.254], [-4.495, 1.460, -1.353], [-0.627, 1.075, 0.859]],
  "atomic_forces_ev_per_a": [[-2.413, 0.610, -0.237], [0.020, -0.111, 0.414], [0.108, 0.151, -1.238], [1.603, 1.691, 0.304], [0.369, -0.352, -0.851], [-0.108, -0.055, 0.193], [0.007, 0.050, -0.138], [-0.014, 0.099, -0.093], [-0.071, -0.108, 0.130], [0.355, 0.621, -0.611], [1.056, -1.712, -0.596], [0.632, 0.291, -1.064], [-0.331, 0.083, 0.473], [-0.420, -0.526, 0.767], [0.186, 0.298, -0.309], [-0.362, 0.559, 0.171], [0.306, -0.568, -0.188], [-0.441, 0.015, 0.253], [0.098, -1.923, 0.496], [-0.074, -0.285, 0.591], [0.130, 0.037, -0.053], [-0.475, -0.457, -0.315], [0.420, 0.364, 0.213], [-0.151, -0.390, 0.040], [1.030, 1.245, 1.437], [0.024, -0.020, 0.039], [0.064, 0.029, -0.031], [0.029, -0.021, -0.007], [0.019, -0.003, 0.060], [0.028, -0.031, -0.105], [-0.018, -0.060, 0.024], [-0.086, 0.049, 0.094], [0.050, 0.012, -0.054], [-0.011, 0.021, -0.103], [-0.007, 0.064, 0.043], [-0.027, -0.065, -0.015], [0.056, 0.168, -0.011], [0.273, 0.054, 0.159], [-0.139, 0.332, 0.053], [-0.008, 0.027, 0.313], [0.282, 0.016, -0.063], [0.221, -0.152, -0.105], [0.046, -0.128, -1.266], [-3.255, 1.569, -0.594], [2.205, -0.931, 1.298], [0.977, -0.323, -0.207], [-0.539, 0.513, -0.200], [0.242, -0.452, -0.165], [0.048, 0.063, 0.358], [-0.246, 0.270, 0.036], [0.446, -0.336, 0.234], [-0.264, 2.063, 0.093], [-0.294, -0.206, 0.118], [-0.027, -0.310, 0.079], [0.041, 0.201, 0.112], [0.013, -0.069, 0.021], [0.018, 0.090, -0.032], [-0.303, 0.047, -0.074], [0.374, 0.091, 0.002], [0.145, 0.143, -0.122], [-0.067, 0.024, 0.240], [-0.078, 0.075, -0.191], [0.104, -0.023, 0.146], [-0.002, 0.026, -0.154], [-0.031, -0.157, -0.078], [-0.158, -0.006, -0.085], [-0.152, 0.043, 0.067], [-0.007, 0.050, 0.029], [-0.062, 0.035, -0.103], [0.014, -0.096, -0.096], [0.132, -0.002, -0.074], [-0.304, -0.116, -0.150], [0.182, 0.010, -0.059], [-0.076, -0.123, -0.040], [-0.058, -0.014, -0.090], [-0.086, 0.035, -0.094], [0.018, 0.157, 0.022], [-0.055, 0.086, -0.022], [-0.038, 0.066, -0.005], [0.069, 0.039, 0.088], [0.037, 0.107, -0.015], [0.094, -0.025, -0.084], [0.077, 0.151, 0.100], [-0.049, -0.076, 0.001], [-0.120, 0.010, -0.049], [-0.067, -0.026, 0.040], [0.063, -0.050, 0.070], [0.055, -0.074, 0.119], [0.854, 0.273, -0.204], [-6.445, -2.822, 0.730], [0.945, 0.860, -0.404], [0.135, -0.745, -0.226], [0.992, 0.994, 0.338], [1.326, -0.111, 0.381], [0.923, -0.916, 0.085]],
  "energy_ev": -115640.639,
  "s_squared": 0.777,
  "homo_energy_ev": [-2.608, -2.739],
  "spin_multiplicity": 2,
  "gap_ha": [0.1581, 0.1678],
  "e_above_lowest_kcal_mol": 67.0,
  "total_charge": -1
}

---

Record 2
{
  "formula": "C42H36N3O7ScSi",
  "method": "the ωB97M-V functional and the def2-TZVPD basis",
  "elements": ["Sc", "C", "C", "C", "C", "C", "C", "H", "H", "H", "H", "H", "H", "C", "O", "C", "C", "C", "C", "C", "C", "N", "N", "C", "C", "C", "C", "O", "C", "N", "C", "C", "C", "C", "H", "H", "H", "H", "H", "H", "H", "H", "H", "H", "H", "H", "C", "C", "C", "C", "C", "C", "Si", "C", "C", "C", "C", "C", "C", "H", "H", "H", "H", "H", "H", "H", "H", "H", "H", "H", "O", "C", "O", "C", "C", "C", "C", "O", "C", "O", "C", "C", "H", "H", "H", "H", "H", "O", "H", "H"],
  "coordinates": [[0.439, 1.105, -0.141], [3.558, 3.228, -0.475], [3.779, 3.224, 0.895], [2.777, 3.639, 1.760], [1.561, 4.082, 1.255], [1.333, 4.090, -0.117], [2.333, 3.647, -0.981], [4.344, 2.913, -1.150], [4.733, 2.902, 1.291], [2.949, 3.624, 2.829], [0.808, 4.463, 1.931], [0.412, 4.489, -0.519], [2.173, 3.684, -2.052], [-2.069, -6.325, -1.652], [-2.555, -5.010, -1.475], [-2.650, -4.219, -2.570], [-2.324, -4.615, -3.863], [-2.457, -3.724, -4.915], [-2.863, -2.412, -4.699], [-3.201, -2.026, -3.395], [-3.115, -2.922, -2.353], [-3.097, -1.577, -5.813], [-2.870, -0.359, -5.795], [-2.201, 0.268, -4.730], [-2.693, 1.478, -4.286], [-2.149, 2.136, -3.182], [-1.064, 1.611, -2.501], [-0.535, 2.161, -1.432], [-0.474, 0.411, -3.012], [0.624, -0.047, -2.348], [1.225, -1.121, -2.807], [0.821, -1.789, -3.972], [-0.287, -1.348, -4.642], [-1.010, -0.247, -4.141], [-2.064, -6.775, -0.662], [-1.053, -6.325, -2.056], [-2.718, -6.910, -2.308], [-1.983, -5.621, -4.067], [-2.215, -4.042, -5.922], [-3.569, -1.025, -3.212], [-3.410, -2.645, -1.349], [-3.579, 1.870, -4.769], [-2.589, 3.057, -2.823], [2.079, -1.475, -2.248], [1.393, -2.636, -4.322], [-0.597, -1.825, -5.562], [1.815, -4.679, -0.043], [1.039, -3.909, 0.813], [1.341, -2.568, 1.008], [2.425, -1.957, 0.370], [3.208, -2.764, -0.460], [2.909, -4.103, -0.672], [2.750, -0.055, 0.527], [3.551, 0.084, 2.259], [2.776, 0.172, 3.417], [3.361, 0.282, 4.671], [4.743, 0.324, 4.792], [5.532, 0.244, 3.654], [4.939, 0.122, 2.406], [1.576, -5.722, -0.209], [0.198, -4.358, 1.329], [0.720, -1.987, 1.685], [4.070, -2.329, -0.956], [3.530, -4.701, -1.329], [4.009, -0.006, -0.307], [1.692, 0.162, 3.342], [2.743, 0.342, 5.559], [5.202, 0.415, 5.768], [6.612, 0.275, 3.741], [5.563, 0.055, 1.522], [-1.737, 0.116, 2.164], [-1.405, 1.312, 2.208], [-0.456, 1.807, 1.490], [-2.148, 2.233, 3.112], [-2.990, 1.698, 4.077], [-3.754, 2.514, 4.910], [-3.635, 3.870, 4.726], [-4.268, 4.876, 5.394], [-3.837, 6.092, 4.792], [-2.893, 5.777, 3.779], [-2.799, 4.409, 3.754], [-2.041, 3.621, 2.934], [-3.048, 0.623, 4.167], [-4.419, 2.103, 5.656], [-3.371, 6.732, 5.548], [-4.696, 6.608, 4.352], [-1.406, 4.035, 2.165], [-0.977, -0.673, -0.168], [-1.378, -0.537, 0.748], [-0.991, -1.618, -0.340]],
  "atomic_forces_ev_per_a": [[-0.228, -0.622, -0.548], [0.042, -0.004, 0.005], [0.039, 0.055, -0.020], [0.004, -0.003, 0.003], [0.093, 0.109, -0.004], [0.198, 0.071, 0.064], [-0.022, 0.066, -0.033], [-0.024, -0.041, -0.005], [-0.027, -0.049, -0.001], [-0.012, 0.000, 0.003], [-0.036, -0.103, 0.012], [-0.061, -0.133, 0.014], [-0.040, -0.075, 0.004], [0.039, -0.106, 0.015], [-0.060, 0.048, 0.046], [0.090, 0.069, -0.185], [0.095, -0.233, 0.118], [-0.060, 0.358, -0.138], [-0.318, -0.579, 0.874], [-0.267, -0.163, -0.067], [0.051, 0.032, 0.104], [-0.047, -0.054, -0.578], [-0.190, 0.068, -0.570], [0.441, 0.613, 0.571], [-0.114, -0.544, -0.267], [0.259, 0.114, 0.463], [-0.418, -0.008, -0.667], [-0.296, 0.418, -0.422], [-0.091, -0.097, -0.296], [-0.071, 0.145, 0.257], [0.152, 0.155, 0.189], [-0.165, 0.036, -0.162], [0.333, -0.057, 0.016], [0.156, 0.404, 0.038], [0.018, -0.019, -0.014], [-0.010, 0.026, 0.012], [-0.011, 0.033, 0.006], [0.001, 0.036, 0.014], [-0.079, 0.008, -0.031], [-0.014, -0.085, 0.073], [-0.005, 0.048, 0.000], [0.046, 0.054, -0.051], [0.015, 0.003, -0.005], [0.035, -0.007, 0.035], [0.000, -0.003, -0.011], [0.060, 0.028, 0.035], [0.016, -0.012, -0.022], [-0.048, -0.041, 0.023], [-0.002, 0.003, 0.068], [-0.086, 0.258, -0.051], [0.048, 0.026, 0.015], [-0.008, -0.049, -0.015], [1.178, -0.988, 0.420], [-0.249, 0.170, -0.138], [-0.029, 0.017, -0.026], [-0.006, -0.009, 0.084], [0.022, -0.001, 0.007], [0.019, -0.003, 0.030], [0.006, -0.010, -0.051], [0.001, -0.007, 0.014], [-0.007, 0.023, 0.000], [-0.013, 0.001, -0.006], [-0.001, -0.012, -0.006], [0.015, 0.006, 0.012], [-0.231, 0.216, -0.135], [0.000, 0.011, 0.006], [-0.027, 0.003, -0.024], [-0.006, 0.006, 0.000], [-0.001, -0.006, -0.006], [0.025, 0.004, 0.015], [0.081, 0.182, -0.022], [-0.430, -0.463, 0.366], [-0.154, -0.042, 0.226], [0.024, 0.065, -0.061], [0.045, -0.062, -0.052], [-0.065, 0.099, 0.081], [0.148, 0.071, -0.184], [-0.032, -0.179, 0.058], [-0.133, 0.365, 0.075], [0.126, -0.089, -0.092], [-0.138, -0.067, 0.159], [0.055, 0.118, -0.033], [-0.017, -0.003, -0.014], [0.025, 0.005, 0.023], [0.052, -0.108, -0.009], [0.026, -0.104, -0.044], [-0.001, -0.014, 0.006], [-0.086, 0.733, 0.639], [0.013, -0.057, -0.013], [0.340, -0.071, -0.220]],
  "energy_ev": -91521.437,
  "homo_energy_ev": -7.637,
  "gap_ha": 0.2659
}